{
  "formula": "C40H43IN2O4P2S3Sc",
  "method": "ωB97M-V/def2-TZVPD",
  "e_homo_ha": [-0.0969, -0.1005],
  "gap_ev": [4.9, 5.0],
  "total_charge": -1,
  "e_lumo_ev": [2.2, 2.2],
  "species": ["Sc", "C", "C", "N", "C", "C", "C", "O", "C", "C", "N", "C", "C", "C", "C", "C", "C", "I", "C", "O", "H", "H", "H", "H", "H", "H", "H", "H", "H", "H", "H", "H", "C", "P", "C", "C", "C", "C", "C", "C", "C", "P", "C", "C", "H", "H", "H", "H", "H", "H", "H", "H", "H", "H", "H", "H", "H", "H", "H", "H", "O", "C", "C", "C", "C", "C", "S", "C", "C", "C", "C", "S", "C", "C", "C", "C", "S", "H", "H", "H", "H", "H", "H", "H", "H", "H", "C", "O", "C", "C", "H", "H", "H", "H", "H", "H"],
  "xyz": [[-0.05962, 0.14949, -0.30999], [-3.29001, -1.52163, 2.57294], [-3.16881, -0.02580, 2.52593], [-3.92499, 0.66358, 3.37217], [-3.87684, 1.99231, 3.31320], [-3.14234, 2.71119, 2.39921], [-3.23157, 4.21301, 2.42614], [-3.95889, 4.76245, 1.33123], [-2.33306, 2.00455, 1.45298], [-1.70129, 2.70457, 0.42264], [-0.82662, 2.26257, -0.51690], [-0.32251, 3.23379, -1.33358], [-0.27328, 4.60924, -0.96665], [0.08631, 5.60387, -1.84008], [0.49124, 5.30235, -3.13433], [0.56693, 3.96781, -3.50433], [0.17376, 2.97850, -2.62860], [0.32264, 0.95262, -3.31074], [-2.30058, 0.56958, 1.58448], [-1.54554, -0.16363, 0.82500], [-4.29850, -1.82504, 2.29227], [-3.10287, -1.89710, 3.57854], [-2.57952, -1.95017, 1.87140], [-4.48393, 2.50389, 4.05404], [-2.24074, 4.67782, 2.38698], [-3.71404, 4.52971, 3.36710], [-4.69507, 4.16685, 1.15222], [-2.03158, 3.73415, 0.31035], [-0.52691, 4.87869, 0.04870], [0.05352, 6.63093, -1.50213], [0.75119, 6.08460, -3.83082], [0.92435, 3.69282, -4.48530], [2.03618, 3.05952, 1.58275], [1.22947, 1.41555, 1.85548], [0.48564, 1.87948, 3.52612], [2.64163, 0.41212, 2.41230], [3.83203, 0.95014, 2.90193], [4.88328, 0.13388, 3.26475], [4.76997, -1.24618, 3.13897], [3.59268, -1.79602, 2.65318], [2.52584, -0.98731, 2.29377], [0.92455, -1.59260, 1.65288], [0.14952, -1.94014, 3.29885], [1.27085, -3.35229, 1.21972], [2.92552, 2.93297, 0.97182], [2.28943, 3.54329, 2.52534], [1.32959, 3.68650, 1.04326], [1.23787, 2.01219, 4.30587], [-0.22926, 1.11974, 3.83449], [-0.06682, 2.80845, 3.38383], [3.92856, 2.02097, 3.01401], [5.79946, 0.56822, 3.64699], [5.59754, -1.88667, 3.41425], [3.51378, -2.86916, 2.55482], [0.87391, -2.40827, 3.96609], [-0.69955, -2.60176, 3.15056], [-0.20804, -1.01549, 3.74221], [1.63538, -3.93323, 2.06657], [1.96793, -3.40505, 0.38932], [0.32670, -3.77574, 0.88181], [-0.33322, -1.53462, -1.23352], [-0.90477, -2.32629, -2.18484], [-2.15697, -1.69560, -2.77024], [-2.93224, -2.05223, -3.83286], [-4.05460, -1.21126, -3.99141], [-4.11772, -0.25252, -3.03063], [-2.81295, -0.35563, -1.91100], [-1.40260, -3.66287, -1.64518], [-1.31546, -4.90165, -2.20183], [-1.99114, -5.89297, -1.45418], [-2.57832, -5.38796, -0.34100], [-2.31827, -3.69079, -0.18466], [0.13094, -2.60595, -3.25767], [0.20091, -2.24764, -4.56771], [1.43568, -2.58378, -5.17264], [2.29520, -3.17291, -4.30641], [1.60751, -3.33097, -2.73373], [-2.70917, -2.88247, -4.47850], [-4.76817, -1.31381, -4.78996], [-4.86543, 0.50477, -2.89933], [-0.78181, -5.10702, -3.11485], [-2.03217, -6.93064, -1.74120], [-3.15526, -5.90582, 0.40075], [-0.59694, -1.74975, -5.08563], [1.66359, -2.38837, -6.20534], [3.29184, -3.52993, -4.47940], [3.70361, -1.31785, -0.76963], [2.44641, -0.73224, -0.47279], [2.24367, 0.62571, -0.52863], [3.38908, 1.39583, -1.15192], [4.02736, -1.11051, -1.79328], [3.57398, -2.39207, -0.66173], [4.46255, -0.97120, -0.06257], [4.29351, 1.36267, -0.53153], [3.10203, 2.43582, -1.29868], [3.65489, 0.98181, -2.13226]]
}

***

{
  "formula": "C5H3BrFNS",
  "method": "ωB97M-V/def2-TZVPD",
  "e_homo_ha": [-0.2813, -0.2813],
  "gap_ev": [6.1, 6.1],
  "total_charge": 0,
  "e_lumo_ev": [-1.5, -1.5],
  "species": ["C", "C", "C", "C", "C", "N", "F", "S", "Br", "H", "H", "H"],
  "xyz": [[1.11628, 0.38411, 0.07213], [-0.28681, -1.67919, -0.14848], [0.48840, 1.62254, 0.06347], [-1.42904, -1.01034, -0.20051], [-0.78132, 2.09881, 0.02793], [0.91105, -0.91861, -0.12600], [1.46553, 2.62746, 0.16450], [-2.25916, 2.59904, -0.16726], [-2.95328, -2.10528, 0.02066], [2.08984, 0.65382, 0.25137], [0.02178, -2.67256, -0.00134], [1.61673, -1.59979, 0.04354]]
}